[1]
Formula: C32H36IrN3O4PSe2Si
Source: the OMol25 dataset
Level of theory: ωB97M-V/def2-TZVPD

Structure (ORCA input):
```
! RIJCOSX wB97M-V def2-TZVPD def2/J DEFGRID3
* xyz 0 2
H -1.9022 0.3612 -6.5625
H 4.7181 0.0535 -2.3636
H 2.3284 0.9475 -3.6282
O 1.6897 2.3763 1.9696
H 2.9438 -0.4119 1.9208
Se -1.1007 -0.8920 -1.4270
C 5.3907 1.8728 1.3616
Si 2.3913 -0.7637 -1.8714
H -0.7838 -4.8612 2.2935
H -5.2569 2.9778 1.5124
H -1.4282 -0.2749 -4.2175
O 0.8096 -1.3607 1.5274
C -2.5442 1.0186 3.7355
C -2.3503 1.4795 -3.4020
C 1.7542 0.0395 -3.4291
C -3.0256 2.6684 -3.6784
H 3.4666 2.2068 -1.4102
N 0.6848 1.6369 1.9850
C -3.6054 1.2250 -0.8602
H -3.0753 2.4787 -7.0538
O -2.5902 -0.4911 1.4762
H 2.0311 -3.1240 -2.4034
C 0.1438 -2.4574 1.6354
H -2.6784 2.0163 4.1496
C -2.8718 2.1981 -6.0285
N 1.9657 0.2597 -0.4367
H 4.7255 -1.1766 -1.0984
H -3.4671 0.6765 3.2783
C 3.5323 0.3458 1.4216
C -6.0814 1.3576 0.3747
H -0.3165 3.7824 3.7285
H 0.7027 0.3057 -3.3679
H 5.4842 3.1656 -0.3500
C 4.6848 0.8588 1.9923
N -1.4900 0.3235 1.6461
H 2.5023 -2.9171 -0.7165
H -2.2963 0.3449 4.5592
H 1.8967 -0.6370 -4.2763
P -1.9987 1.0678 -1.6766
H 5.0193 0.4793 2.9495
C -2.2124 1.0104 -5.7543
H -3.7964 3.9537 -5.2054
H 0.4860 -6.8316 3.1268
C -5.8509 0.4083 -0.6148
C -3.8341 2.1736 0.1257
H -7.0472 1.4051 0.8611
C 2.3766 -5.8188 3.0659
H -6.6328 -0.2845 -0.8966
C 1.0011 -5.9073 2.8992
H -3.3556 3.3074 -2.8672
C 0.2868 -4.8125 2.4383
C 3.0366 -4.6335 2.7715
Ir 0.1764 0.3286 0.4802
H -2.1557 -1.3698 1.2977
O -1.0490 -2.6172 1.3644
Se -0.5116 2.3747 -0.7667
C -1.4337 1.0171 2.7383
C 2.3218 -3.5367 2.3151
C 3.8202 1.8292 -0.4579
H -0.5849 2.4964 4.9167
C -3.2779 3.0287 -4.9903
C -4.6155 0.3414 -1.2332
H 6.2798 2.2841 1.8211
C -0.0229 2.7710 4.0254
H 0.8290 -2.6665 -1.1967
C -0.2385 1.7861 2.9263
H -3.0342 2.8418 0.4210
C 4.2528 -0.8755 -2.0352
H 1.0378 2.8068 4.2682
H 4.4725 -1.6441 -2.7829
H -4.4287 -0.4109 -1.9913
H 2.9349 -6.6745 3.4237
H 2.8275 -2.6102 2.0802
H 4.1096 -4.5640 2.8971
C -5.0773 2.2394 0.7414
C 4.9468 2.3644 0.1408
C -1.9456 0.6502 -4.4398
C 3.1016 0.8246 0.1867
C 0.9438 -3.6222 2.1479
C 1.8606 -2.5198 -1.5074
*
```

As for the HOMO energy (spin up / spin down): -7.7 / -7.7 eV. As for the relative energy (zero: lowest compared OMol25 entry of this formula, charge and spin): 12.88 kJ/mol. The HOMO-LUMO gap (spin up / spin down) comes out at 8.0 / 6.1 eV.

These are the Löwdin partial charges, in e, on atoms 1 to 8: number 1, H, carries 0.107; number 2, H, carries 0.032; number 3, H, carries 0.037; number 4, O, carries -0.086; number 5, H, carries 0.090; number 6, Se, carries 0.489; number 7, C, carries -0.083; number 8, Si, carries 0.425

[2]
Formula: C32H36N3O4SeV
Source: the OMol25 dataset
Level of theory: ωB97M-V/def2-TZVPD

Structure (ORCA input):
```
! RIJCOSX wB97M-V def2-TZVPD def2/J DEFGRID3
* xyz -1 2
C -2.6268 0.8651 -2.3743
O -0.2783 -2.4518 2.0169
H -2.2128 2.6322 0.6561
H -2.0763 3.9046 -1.4245
H -1.7346 1.4662 -2.2013
H -6.1863 -0.0202 0.5118
O -0.2511 0.1238 2.8209
O 1.7101 -1.5361 3.6189
C -4.5798 0.4132 -0.8425
H -2.2242 -1.0086 1.8637
C 0.4233 -5.4165 -0.8576
H -2.1436 -2.8402 -4.0162
C -0.5309 3.8702 0.0796
C 3.5946 1.3656 -0.5784
H 3.6915 2.3749 -0.1980
C -0.4163 -1.0555 -0.9175
H 1.1333 5.1706 -0.1243
H 2.5130 -2.7325 -2.8860
H -4.6841 -0.9475 2.2553
C -3.2089 0.3880 -1.0748
H 0.9213 -6.8415 -2.3839
C 2.2894 0.8474 -0.6220
C -4.2765 -0.5697 1.3260
H -0.6203 -1.9761 -4.0403
H -0.9252 3.2821 5.1497
C -0.9982 4.0524 -1.3341
H 0.0669 -5.4477 -4.2267
C 1.0841 4.2644 1.8388
H -2.3237 0.0183 -2.9973
H -5.2336 0.8117 -1.6110
H 2.6863 2.2372 5.0515
H -3.3529 1.4557 -2.9339
C 4.5148 -0.6626 -1.4348
C -0.5522 -3.8375 -2.9599
N -0.9577 -0.0698 -0.2601
H -1.3696 2.2540 2.9814
H 2.6281 -3.2817 -1.2132
N -1.1814 -2.1139 -1.3562
N 0.8846 -1.1546 -1.2819
C -1.0618 -2.9734 -4.0797
H -0.7487 5.0440 -1.7145
H -0.5049 3.3159 -1.9749
H 0.8081 -6.0209 -0.0463
C -2.9029 -0.6028 1.1220
H 5.3662 -1.2612 -1.7360
H 1.0491 -2.0363 -1.7388
C 4.6908 0.6347 -0.9810
H 1.9347 1.2732 3.7833
C 3.1040 -2.6462 -1.9660
C 2.1228 -0.4689 -1.1053
C 3.2461 -1.2205 -1.4932
C -2.3713 -0.1129 -0.0685
O 1.3053 1.6191 -0.2018
C 2.2182 2.2902 4.0650
H 5.6831 1.0663 -0.9292
H -0.3244 1.6426 4.8102
H 4.0857 -3.0652 -2.1789
H -2.0990 -2.1329 -0.9347
H -0.8274 -3.4195 -5.0461
C 0.0054 -5.0892 -3.2053
C 0.4876 -5.8728 -2.1668
H 2.9611 2.6547 3.3529
C -0.6143 -3.4010 -1.6352
H 1.9896 4.7667 2.1644
C 0.9901 3.2077 4.1094
C -1.2170 2.9593 0.9361
H -0.1675 -3.7590 0.4248
C 0.5939 4.4994 0.5349
H 0.4072 2.6062 6.0963
C -0.1266 -4.1722 -0.5850
C 0.4339 3.4277 2.7124
V 0.0684 1.0806 1.1718
Se 0.7962 -1.2291 2.3069
C -5.1159 -0.0557 0.3493
C -0.0320 2.6545 5.0977
H 1.3181 4.1913 4.4663
C -0.7482 2.7718 2.2635
*
```

As for the HOMO energy (spin up / spin down): -4.3 / -3.2 eV. As for the relative energy (zero: lowest compared OMol25 entry of this formula, charge and spin): 57.03 kJ/mol. The HOMO-LUMO gap (spin up / spin down) comes out at 6.8 / 5.7 eV.

These are the Löwdin partial charges, in e, on atoms 1 to 8: number 1, C, carries -0.030; number 2, O, carries -0.615; number 3, H, carries 0.110; number 4, H, carries 0.075; number 5, H, carries 0.059; number 6, H, carries 0.093; number 7, O, carries -0.649; number 8, O, carries -0.609

[3]
Formula: C32H37BF3NO3
Source: the OMol25 dataset
Level of theory: ωB97M-V/def2-TZVPD

Structure (ORCA input):
```
! RIJCOSX wB97M-V def2-TZVPD def2/J DEFGRID3
* xyz 0 1
C -0.4268 -1.1703 -1.3222
H -4.5211 2.0621 6.1115
C -3.8024 1.3724 5.6790
O 4.6860 -0.5132 2.1675
H -2.9566 -2.7828 2.6609
C -5.8441 0.1244 2.5441
H 3.0431 1.3872 1.1206
C -0.0498 -1.5665 -3.5726
C 1.5348 -2.1895 1.4956
C 0.1996 -2.2559 -4.7368
H 1.0959 0.1948 6.1933
H -0.7097 -2.6180 0.1743
H 6.4823 0.3666 1.8888
N 0.3053 -0.2695 -3.2524
H -0.9556 -4.0710 -1.4577
H 5.2884 0.8540 0.6264
C -5.2735 2.4137 3.3546
H -1.2725 -0.6393 2.0080
H 0.3020 0.9830 -1.5161
O -3.5463 0.8953 2.5772
H 3.3879 -2.6850 2.4767
C -1.2602 0.7143 3.8179
H -5.5208 -0.9347 2.5054
C -0.5902 0.0619 4.8923
H 0.6394 1.6633 -3.9917
H -4.5170 3.0584 3.8085
C 1.3299 0.0928 0.7912
C -5.5613 -0.3839 5.4325
H -6.8408 0.1971 3.0146
C 0.9159 0.6275 -4.2084
H -2.9940 1.9700 5.2240
C 0.0856 -0.0041 -1.9103
C 5.4415 0.6482 1.7047
H 0.7300 0.9275 0.3923
F 3.3193 2.5052 4.0177
O -3.4182 -0.5493 4.3592
C 2.4679 2.1997 5.0592
H -5.4800 2.7859 2.3466
H -6.3349 0.3563 5.6868
C 0.0245 -3.6426 -4.7170
H 1.1133 -3.1817 1.6201
C -4.8121 0.9779 3.2818
C 2.7968 -1.9298 1.9790
F 2.2967 3.3661 5.7581
C -4.4552 0.3562 4.7313
H -1.0590 -0.7591 5.4250
H 2.0129 0.5545 -4.2072
C -1.9452 -2.7336 2.2448
C 2.6160 0.3780 1.2222
C 0.8193 -1.2026 0.8335
C 1.1696 1.6228 4.5666
B -2.7507 0.3482 3.5568
H 0.5480 -1.7061 -5.6204
C -0.6344 1.6930 3.0181
H 1.0401 3.0166 2.9076
F 3.1579 1.3462 5.8770
H -6.1927 2.4818 3.9552
H 0.2383 -4.2025 -5.6354
C 3.3752 -0.6657 1.7841
H -1.7472 -3.7951 2.0636
C 0.6229 0.5874 5.2919
H -0.5224 -5.3507 -3.5619
H -3.3242 0.8174 6.4862
C -1.6022 -1.5967 1.1939
C -0.4034 -4.2791 -3.5349
H -5.1300 -0.8108 6.3451
H 0.5674 0.3654 -5.2106
C 0.5814 2.1736 3.4488
H -2.6296 -1.2777 0.8591
C -0.5086 -1.5729 0.1469
H -5.9752 -1.1763 4.8002
H -1.4122 -2.5620 3.1820
H -1.1662 2.1087 2.1547
H -5.9209 0.4965 1.5117
C -0.6486 -3.5731 -2.3579
H 5.1860 1.5458 2.2984
C -0.4932 -2.1932 -2.3562
*
```

As for the HOMO energy: -7.5 eV. The HOMO-LUMO gap comes out at 7.8 eV.

These are the Löwdin partial charges, in e, on atoms 1 to 8: number 1, C, carries -0.079; number 2, H, carries 0.096; number 3, C, carries 0.000; number 4, O, carries -0.105; number 5, H, carries 0.065; number 6, C, carries -0.011; number 7, H, carries 0.113; number 8, C, carries -0.180